(1)
The following is a DFT calculation (ωB97M-V/def2-TZVPD) of 2 unconnected molecules or ions with the total composition C4H7NO2.

```
14
Properties=species:S:1:pos:R:3
H 0.553 0.288 1.819
H 2.462 -0.914 0.778
C 0.119 1.170 -0.105
H 0.306 2.224 0.123
H -1.872 1.311 -0.357
H -0.060 0.715 -1.981
C 0.869 0.126 0.758
O 2.256 0.032 0.714
C -1.142 -0.628 -0.468
C 0.142 -1.127 0.263
N -1.175 0.706 0.045
H -1.012 -0.429 -1.730
H -2.023 -1.237 -0.308
O 0.576 -2.238 0.447
```

Results
ΔE to the lowest compared entry with this formula, charge and spin: 119.3 kcal per mole
Orbital gap: 9.002 eV

Atomic partial charges in e from the natural (NBO) method, atoms 1 to 8:
1. H 0.202
2. H 0.489
3. C -0.001
4. H 0.216
5. H 0.391
6. H -0.127
7. C -0.061
8. O -0.691


(2)
The following is a DFT calculation (ωB97M-V/def2-TZVPD) of 2 unconnected molecules or ions with the total composition C4H7NO2.

```
14
Properties=species:S:1:pos:R:3
H -0.185 0.696 2.850
C 0.696 0.832 -0.411
H 1.445 0.789 2.547
H 1.443 1.413 -0.927
O -1.212 -1.343 -2.373
O 0.917 -0.492 0.173
C -0.429 -1.968 -1.701
C 0.284 0.594 0.915
H 0.597 -2.193 -2.050
N 0.522 1.032 2.209
H -1.166 1.925 0.001
H -1.458 0.152 -0.446
C -0.769 0.915 -0.087
H -0.685 -2.354 -0.699
```

Results
SMILES: N[C@@]12C[C@@H]1O2.C=O
ΔE to the lowest compared entry with this formula, charge and spin: 110.5 kcal per mole
Orbital gap: 9.687 eV

Atomic partial charges in e from the natural (NBO) method, atoms 1 to 8:
1. H 0.377
2. C 0.005
3. H 0.385
4. H 0.220
5. O -0.531
6. O -0.535
7. C 0.293
8. C 0.346